Density functional theory data (the ωB97M-V functional and the def2-TZVPD basis) for a structure of composition C26H48LuOP2 at a distorted geometry.

Last column: Mulliken charge in e.
Positions of all 78 atoms, in Å:
Lu  0.230  0.610  -2.091  0.48
C  -0.969  -1.430  0.227  1.11
C  0.310  -1.649  -0.382  -0.21
C  0.589  -0.182  1.363  0.60
C  -0.791  -0.501  1.271  0.90
C  1.279  -0.875  0.350  0.89
C  -2.210  -2.207  0.016  -1.77
H  -2.145  -2.848  -0.864  0.68
H  -3.071  -1.534  -0.097  0.36
H  -2.420  -2.866  0.874  0.35
C  -1.838  -0.043  2.215  -1.77
H  -2.777  -0.578  2.044  0.40
H  -2.046  1.032  2.105  0.20
H  -1.538  -0.212  3.260  0.34
C  1.204  0.628  2.440  -1.67
H  0.749  0.401  3.416  0.35
H  1.085  1.707  2.266  0.10
H  2.278  0.422  2.515  0.40
C  2.755  -0.992  0.252  -1.67
H  3.135  -1.773  0.933  0.32
H  3.235  -0.045  0.530  0.47
H  3.081  -1.252  -0.761  0.22
C  0.647  -2.791  -1.276  -1.45
H  0.880  -3.704  -0.693  0.38
H  1.531  -2.592  -1.905  0.11
H  -0.181  -3.055  -1.952  0.30
C  -1.620  1.716  -4.281  -0.06
C  -2.152  0.526  -5.093  -0.29
C  -1.256  -0.270  -6.053  -1.07
C  0.241  -0.460  -5.774  -1.38
C  0.672  -0.284  -4.293  2.32
C  1.535  1.004  -4.117  -1.59
C  1.001  2.291  -4.774  -0.77
C  -0.498  2.512  -4.985  -1.57
H  -1.375  0.181  -7.053  0.54
H  0.843  0.173  -6.439  0.44
H  -1.735  -1.255  -6.161  0.34
H  -0.721  2.438  -6.068  0.26
H  -2.442  2.457  -4.305  0.59
H  -3.080  0.798  -5.627  0.56
H  -0.707  3.576  -4.773  0.54
H  1.420  3.173  -4.266  0.22
H  2.453  0.774  -4.699  0.79
H  1.464  2.357  -5.776  0.31
H  0.497  -1.488  -6.064  0.41
H  1.282  -1.160  -4.006  0.77
P  -2.923  -0.183  -3.592  0.77
C  -4.512  0.311  -2.980  -1.23
C  -2.388  -1.869  -3.560  -0.90
P  2.839  1.312  -2.571  1.03
C  -1.760  1.069  -2.909  -0.24
C  4.211  0.176  -2.976  -1.51
C  3.533  2.977  -2.738  -1.29
H  -4.402  1.019  -2.143  0.36
H  -5.036  -0.589  -2.619  0.40
H  -5.084  0.790  -3.796  0.43
H  -1.355  -2.056  -3.886  0.19
H  -3.039  -2.397  -4.274  0.59
H  -2.506  -2.310  -2.566  0.02
H  3.145  3.536  -3.597  0.45
H  4.628  2.921  -2.814  0.45
H  3.268  3.531  -1.823  0.28
H  -2.232  1.748  -2.175  0.71
H  -0.323  -0.368  -3.759  -2.09
H  4.743  -0.041  -2.033  0.45
H  4.908  0.639  -3.694  0.49
H  3.843  -0.778  -3.386  0.33
C  0.596  3.879  0.515  -1.52
C  -0.531  2.897  0.300  1.26
C  -1.889  3.516  0.055  -1.60
O  -0.174  2.046  -0.777  -0.22
H  0.735  4.482  -0.390  0.37
H  1.530  3.348  0.727  0.31
H  0.373  4.549  1.355  0.37
H  -0.619  2.282  1.204  -0.47
H  -1.891  4.083  -0.881  0.32
H  -2.668  2.747  0.009  0.26
H  -2.135  4.197  0.879  0.43

Results
Net charge: +1
Lowest unoccupied orbital energy, eV: -2.4144
Total energy, eV: -81977.6219

---

Density functional theory data (the ωB97M-V functional and the def2-TZVPD basis) for a cluster of 2 separate species, ClH2O in total at a distorted geometry.

Last column: Mulliken charge in e.
Positions of all 4 atoms, in Å:
O  2.463  -1.384  -1.541  -0.70
H  1.617  -1.133  -1.105  0.37
H  2.970  -0.544  -1.602  0.31
Cl  -0.905  0.533  0.580  -0.98

Results
Net charge: -1
Lowest unoccupied orbital energy, eV: 4.2540
Total energy, eV: -14604.4882

---

Density functional theory data (the ωB97M-V functional and the def2-TZVPD basis) for the molecule C4H4Cl2N2O at a distorted geometry.

Last column: Mulliken charge in e.
Positions of all 13 atoms, in Å:
C  -0.581  -0.897  -0.867  0.59
C  1.299  0.659  1.675  0.40
C  0.660  1.846  1.615  0.09
C  -1.603  -1.345  -1.793  -0.95
N  0.427  -0.557  -0.416  0.52
N  1.394  -0.007  0.172  -0.73
O  1.703  -0.109  2.518  -0.61
Cl  -0.150  2.395  0.173  -0.23
Cl  0.214  2.647  3.050  -0.19
H  -1.841  -2.363  -1.521  0.30
H  -1.250  -1.239  -2.768  0.29
H  -2.518  -0.710  -1.754  0.29
H  2.247  -0.319  -0.084  0.22

Results
Lowest unoccupied orbital energy, eV: -0.1503
Total energy, eV: -34280.7818

---

Density functional theory data (the ωB97M-V functional and the def2-TZVPD basis) for a cluster of 7 separate species, C24H52N4O7 in total at a distorted geometry.

Last column: Mulliken charge in e.
Positions of all 87 atoms, in Å:
C  -1.719  0.534  0.410  -0.08
N  -0.409  -0.047  0.243  0.35
C  -0.110  -1.336  0.824  0.15
C  0.525  0.544  -0.542  -0.09
O  1.650  0.084  -0.741  -0.59
H  -1.802  1.471  -0.166  -0.17
H  -1.945  0.598  1.461  0.04
H  -2.474  -0.197  0.035  0.15
H  -0.393  -2.152  0.149  0.28
H  0.977  -1.376  1.124  -0.47
H  -0.754  -1.457  1.700  0.07
H  0.104  1.453  -1.043  0.33
C  2.929  1.803  -6.020  -0.87
N  3.279  0.946  -4.943  0.20
C  2.212  0.522  -4.080  -0.87
C  4.561  0.728  -4.612  0.11
O  4.985  0.028  -3.699  -0.55
H  3.779  2.091  -6.617  0.30
H  2.441  2.731  -5.602  0.31
H  2.209  1.379  -6.719  0.31
H  2.537  0.272  -3.080  0.21
H  1.442  1.283  -3.996  0.32
H  1.752  -0.348  -4.570  0.28
H  5.254  1.248  -5.292  0.23
C  -5.321  -2.567  3.150  -0.80
N  -4.139  -1.985  3.749  0.08
C  -3.823  -2.378  5.105  -0.95
C  -3.356  -1.151  3.107  0.83
O  -2.378  -0.597  3.561  -0.68
H  -5.273  -2.300  2.104  0.26
H  -6.232  -2.256  3.628  0.27
H  -5.214  -3.655  3.303  0.31
H  -2.847  -1.979  5.327  0.29
H  -4.668  -2.054  5.749  0.30
H  -3.715  -3.477  5.126  0.33
H  -3.598  -1.065  2.019  -0.19
C  4.115  -2.142  -0.897  -0.46
N  3.782  -3.532  -0.800  0.16
C  4.851  -4.445  -1.022  -1.04
C  2.514  -3.967  -0.629  0.63
O  2.150  -5.119  -0.575  -0.66
H  4.763  -1.953  -0.041  0.03
H  3.225  -1.539  -0.852  -0.11
H  4.559  -1.887  -1.834  0.59
H  5.604  -4.362  -0.216  0.26
H  4.383  -5.452  -1.074  0.35
H  5.238  -4.227  -2.027  0.34
H  1.886  -3.089  -0.427  -0.04
C  -0.417  6.000  0.395  -0.53
C  -1.297  5.668  -0.820  -0.68
C  -2.191  4.558  -0.260  0.00
O  -1.271  3.807  0.550  -0.26
C  -0.147  4.607  0.877  -0.49
H  -0.945  6.552  1.157  0.28
H  0.486  6.581  0.112  0.30
H  -0.665  5.304  -1.632  0.27
H  -1.829  6.529  -1.175  0.40
H  -2.591  3.919  -1.053  0.07
H  -3.080  4.888  0.316  0.17
H  0.725  4.207  0.372  0.27
H  -0.022  4.486  1.976  0.26
C  5.002  -2.506  3.144  -0.50
C  4.546  -1.081  3.594  -0.67
C  3.395  -0.783  2.628  -0.41
O  2.925  -2.027  2.200  -0.34
C  3.637  -3.129  2.773  -0.44
H  5.690  -2.953  3.933  0.37
H  5.594  -2.492  2.216  0.19
H  5.316  -0.349  3.497  0.37
H  4.226  -1.258  4.645  0.30
H  3.772  -0.175  1.786  0.28
H  2.690  -0.146  3.180  0.30
H  3.717  -3.952  2.063  0.18
H  3.133  -3.551  3.677  0.31
C  -5.896  0.769  -0.641  -0.28
C  -5.282  0.018  -1.860  -0.44
C  -4.530  1.093  -2.683  -0.64
O  -4.152  2.048  -1.721  -0.35
C  -5.272  2.174  -0.799  -0.52
H  -5.573  0.354  0.299  -0.09
H  -6.985  0.783  -0.658  0.38
H  -5.919  -0.547  -2.506  0.48
H  -4.530  -0.683  -1.454  0.08
H  -5.133  1.576  -3.485  0.32
H  -3.728  0.599  -3.222  0.38
H  -6.028  2.825  -1.297  0.28
H  -4.903  2.667  0.121  0.38

Results
Lowest unoccupied orbital energy, eV: 0.5117
SMILES: CN(C)C=O.CN(C)C=O.CN(C)C=O.CN(C)C=O.C1CCOC1.C1CCOC1.C1CCOC1
Total energy, eV: -46022.1219

---

Gap between HOMO and LUMO (computed, eV): 6.22, 7.91, 7.03, 8.94
Relative energy (zero: lowest compared OMol25 entry of this formula, charge and spin) (computed, kcal per mole): 22.8, 6.8, 83.2, 0.0